20
Properties=species:S:1:pos:R:3 method="wB97M-V/def2-TZVPD" charge=-2 homo_ev=-0.892 lumo_energy_ev=5.82 de_lowest_ev=0.576 gap_ha=0.2467
H 2.6056 1.7434 1.5988
N 2.2424 0.8511 1.5358
C 1.2560 0.7780 0.7198
N 0.6931 1.8042 0.0383
C -0.5258 1.3251 -0.5663
C -0.5219 -0.0056 -0.3940
C -1.4177 -0.8659 -1.1034
C -1.7742 0.0616 -2.4220
O -2.9154 0.5782 -2.3932
O -0.9181 0.1086 -3.3233
N 0.6754 -0.3646 0.3875
P 0.4942 -1.6983 1.5005
O -0.4029 -1.1194 2.5828
O 0.2111 -3.0018 0.8254
O 2.0876 -1.6465 2.0299
H 0.8562 2.8296 0.0057
H -1.4120 1.9935 -0.8945
H -1.0991 -1.8102 -1.5282
H -2.4359 -0.9654 -0.7338
H 2.3016 -0.5958 2.1341